Record 1
Entry from OMol25: 2 unconnected molecules or ions with the total composition C4H8Cl2NO3S at a distorted geometry (ωB97M-V with the def2-TZVPD basis set).

Geometry as ORCA input:
```
! RIJCOSX wB97M-V def2-TZVPD def2/J DEFGRID3
* xyz -1 1
C 2.153 -1.249 -1.906
C -1.717 1.418 0.989
C 2.009 -1.608 -0.690
C -0.782 0.230 0.609
N 0.521 0.439 0.441
O 2.462 1.514 -0.587
O 0.808 2.956 0.300
O 0.374 1.696 -1.750
S 1.060 1.537 -0.508
Cl 3.146 -1.195 0.475
Cl -1.695 -0.397 -0.942
H 1.326 -1.356 -2.521
H 1.603 3.069 0.883
H 3.016 -0.668 -2.120
H -1.540 2.395 0.483
H -1.681 1.518 2.111
H -2.786 1.264 0.809
H 1.308 -2.280 -0.259
H -0.849 -0.743 1.154
*
```

For the orbital gap, the calculation gives 8.334 eV. The total energy comes out at -47790.3429 eV.

Mulliken atomic charge list, values in e, 6 entries: atom 1 (C): -0.620, atom 2 (C): -1.029, atom 3 (C): -0.138, atom 4 (C): -0.166, atom 5 (N): -0.262, atom 6 (O): -0.649


Record 2
Entry from OMol25: 2 unconnected molecules or ions with the total composition C4H8Cl2O at a distorted geometry (ωB97M-V with the def2-TZVPD basis set).

Geometry as ORCA input:
```
! RIJCOSX wB97M-V def2-TZVPD def2/J DEFGRID3
* xyz 0 1
C 0.384 0.575 1.126
C 0.601 -0.116 -1.281
C -3.309 -0.175 0.849
C 0.316 -0.410 0.003
O 0.146 -1.675 0.489
Cl -3.370 -1.424 -0.430
Cl -3.807 1.390 0.304
H 0.793 1.478 0.820
H -0.720 0.878 1.415
H 0.834 0.394 2.111
H 0.765 0.934 -1.439
H 0.434 -0.710 -2.239
H -2.143 -0.165 1.187
H -3.925 -0.419 1.670
H 0.185 -2.270 -0.212
*
```

For the orbital gap, the calculation gives 9.769 eV. The SMILES is C=C(C)O.ClCCl. The total energy comes out at -31368.5605 eV.

Mulliken atomic charge list, values in e, 6 entries: atom 1 (C): -0.996, atom 2 (C): -0.937, atom 3 (C): 0.094, atom 4 (C): 0.850, atom 5 (O): -0.448, atom 6 (Cl): -0.168


Record 3
Entry from OMol25: 2 unconnected molecules or ions with the total composition C4H8Cl3N2 at a distorted geometry (ωB97M-V with the def2-TZVPD basis set).

Geometry as ORCA input:
```
! RIJCOSX wB97M-V def2-TZVPD def2/J DEFGRID3
* xyz 1 1
C 0.868 0.171 -1.220
C 1.063 -0.908 0.991
C -1.443 0.103 -0.165
C 2.051 1.212 -3.571
N 1.579 -0.475 -0.338
N -0.431 0.519 -1.150
Cl 1.349 -0.075 -4.467
Cl 1.713 2.797 -4.002
Cl 3.673 0.966 -3.034
H 0.633 -0.136 1.439
H 0.278 -1.654 0.892
H 1.905 -1.313 1.635
H -1.026 0.168 0.948
H -1.664 -0.952 -0.302
H -2.341 0.780 -0.363
H 2.469 -0.764 -0.786
H -0.727 1.123 -1.912
*
```

For the orbital gap (alpha / beta), the calculation gives 6.361 / 8.873 eV. The total energy comes out at -44814.4355 eV.

Mulliken atomic charge list, values in e, 6 entries: atom 1 (C): 0.238, atom 2 (C): -1.221, atom 3 (C): -0.720, atom 4 (C): 0.368, atom 5 (N): -0.072, atom 6 (N): -0.142


Record 4
Entry from OMol25: a single C4H8ClF molecule at a distorted geometry (ωB97M-V with the def2-TZVPD basis set).

Geometry as ORCA input:
```
! RIJCOSX wB97M-V def2-TZVPD def2/J DEFGRID3
* xyz 0 1
C -2.894 -0.038 -0.209
C -1.569 -0.223 0.371
C -0.480 0.801 -0.141
C 0.921 0.428 0.410
H -3.121 1.017 -0.463
H -3.689 -0.574 0.380
H -2.932 -0.423 -1.221
H -1.232 -1.234 0.538
H -1.750 0.246 1.361
H -0.247 0.685 -1.212
H -0.625 1.932 0.086
H 0.955 0.357 1.438
F 1.757 1.396 -0.148
Cl 1.233 -1.199 -0.127
*
```

For the orbital gap, the calculation gives 11.920 eV. The SMILES is CCC[C@H](F)Cl. The total energy comes out at -19516.8905 eV.

Mulliken atomic charge list, values in e, 6 entries: atom 1 (C): -1.313, atom 2 (C): -0.226, atom 3 (C): -0.763, atom 4 (C): 0.088, atom 5 (H): 0.308, atom 6 (H): 0.314